# 1
{
  "formula": "C6H9N3O3",
  "method": "wB97M-V/def2-TZVPD",
  "smiles": "Cc1ncc([N+](=O)[O-])n1CCO",
  "orbital_gap_ev": 9.370,
  "e_above_lowest_ev": 7.062,
  "homo_ev": -9.770,
  "multiplicity": 1,
  "elements": ["C", "C", "C", "C", "C", "C", "H", "H", "H", "H", "H", "H", "H", "H", "H", "N", "N", "N", "O", "O", "O"],
  "positions_angstrom": [[-2.4883, -0.1985, -0.6338], [-1.1030, 0.1518, -1.0784], [0.4750, 1.3760, -2.0934], [0.9330, 0.9549, -0.9103], [-0.1193, 0.1085, 1.1543], [0.1556, -1.3920, 1.2384], [-3.1299, -0.2175, -1.6066], [-2.7554, 0.4199, 0.2515], [-2.3073, -1.3182, -0.2249], [1.1116, 1.7571, -2.8327], [-1.0473, 0.2085, 1.6237], [0.6630, 0.8347, 1.5626], [-0.5569, -2.0084, 0.4886], [-0.1900, -1.3830, 2.3601], [1.9608, -2.5053, 1.5869], [-0.9078, 0.8646, -2.2703], [-0.1955, 0.4963, -0.2036], [2.2036, 1.1541, -0.1716], [1.7427, -1.6279, 1.4108], [2.2752, 1.1622, 1.0649], [3.2803, 1.1621, -0.7162]]
}

=====

# 2
{
  "formula": "C4H5NO",
  "method": "wB97M-V/def2-TZVPD",
  "smiles": "Cc1cocn1",
  "orbital_gap_ev": 10.298,
  "e_above_lowest_ev": 0.334,
  "homo_ev": -9.236,
  "multiplicity": 1,
  "elements": ["C", "C", "C", "O", "C", "N", "H", "H", "H", "H", "H"],
  "positions_angstrom": [[1.1482, -1.1792, -0.3895], [0.1438, -0.1235, -0.0707], [-0.9734, -0.2011, 0.6854], [-1.5609, 1.0314, 0.7150], [-0.7535, 1.7949, -0.0417], [0.2672, 1.1832, -0.5367], [1.0551, -2.0214, 0.2995], [2.1555, -0.7682, -0.2969], [1.0359, -1.5523, -1.4111], [-1.4847, -0.9969, 1.2024], [-1.0332, 2.8330, -0.1556]]
}

=====

# 3
{
  "formula": "C6H9NO",
  "method": "wB97M-V/def2-TZVPD",
  "orbital_gap_ev": 9.240,
  "e_above_lowest_ev": 8.998,
  "homo_ev": -8.234,
  "multiplicity": 1,
  "elements": ["C", "C", "C", "C", "C", "C", "H", "H", "H", "H", "H", "H", "H", "H", "H", "N", "O"],
  "positions_angstrom": [[1.7448, 1.2663, -0.7107], [0.8066, -0.4443, -0.7933], [-0.4902, -1.5422, -0.4448], [-1.5095, -0.4447, 0.0845], [-1.1968, 0.2733, 1.5008], [0.6601, 0.7523, 0.1551], [2.4180, 1.8707, -0.0358], [1.3267, 1.6639, -1.8494], [0.1707, 0.0005, -1.7777], [-0.7614, -2.0489, -1.4861], [-0.2089, -2.7218, 0.1857], [-2.6815, -0.3533, -0.0722], [-2.1676, 0.6083, 2.1136], [-0.4510, -0.1747, 2.1724], [1.0472, 0.6974, 1.3606], [-0.8242, 0.8532, 0.3684], [2.1170, -0.2559, -0.7711]]
}

=====

Look up the multiplicity of the second one. 1